No. 1
The following is a quantum chemistry calculation of C38H34N7OSbSe4Ti as an isolated structure at a distorted geometry, from the OMol25 dataset.

Output
- gap between HOMO and LUMO (eV) = 5.20
- relative energy (zero: lowest compared OMol25 entry of this formula, charge and spin) (kcal/mol) = 24.6
- maximum force (hartree/bohr) = 0.027
- HOMO (eV) = -6.58
- calculated total energy (hartree) = -12622.5478

Element x y z (Å)
Ti: 0.503 1.883 -0.223
N: 1.219 1.411 1.966
C: 1.499 2.570 2.753
C: 2.079 2.565 3.990
C: 2.274 3.780 4.683
C: 1.860 4.969 4.149
C: 1.256 5.001 2.868
C: 0.776 6.182 2.243
C: 0.204 6.105 1.003
C: 0.148 4.850 0.360
N: 0.620 3.751 0.896
C: 1.117 3.798 2.166
H: 0.234 1.143 2.126
H: 1.824 0.637 2.223
H: 2.368 1.630 4.453
H: 2.733 3.755 5.661
H: 1.981 5.894 4.694
H: 0.863 7.126 2.764
H: -0.203 6.970 0.503
H: -0.287 4.768 -0.635
C: -6.203 -9.668 0.368
O: -4.824 -9.479 0.613
C: -4.288 -8.273 0.303
C: -2.919 -8.150 0.528
C: -2.275 -6.965 0.254
C: -2.976 -5.874 -0.257
C: -4.346 -6.006 -0.474
C: -5.010 -7.193 -0.198
C: -2.251 -4.627 -0.533
N: -0.989 -4.408 -0.247
C: -0.752 -3.113 -0.629
C: -1.882 -2.553 -1.179
N: -2.842 -3.534 -1.132
C: -1.950 -1.225 -1.689
C: -3.039 -0.668 -2.384
C: -2.947 0.629 -2.810
C: -1.812 1.388 -2.475
N: -0.773 0.896 -1.830
C: -0.831 -0.415 -1.468
C: 0.318 -0.946 -0.774
N: 1.305 -0.072 -0.474
C: 2.449 -0.522 0.038
C: 2.649 -1.869 0.324
C: 1.611 -2.758 0.127
C: 0.414 -2.310 -0.431
H: -6.415 -10.700 0.638
H: -6.440 -9.508 -0.687
H: -6.808 -9.000 0.986
H: -2.383 -9.001 0.923
H: -1.215 -6.870 0.433
H: -4.944 -5.188 -0.848
H: -6.074 -7.253 -0.369
H: -3.825 -3.369 -1.262
H: -3.932 -1.249 -2.569
H: -3.762 1.112 -3.329
H: -1.796 2.446 -2.713
H: 3.188 0.243 0.251
H: 3.597 -2.191 0.730
H: 1.700 -3.802 0.392
C: 5.085 1.705 -0.643
N: 4.142 2.329 0.273
C: 4.788 2.572 1.554
C: 3.612 3.587 -0.257
C: 2.922 3.444 -1.595
C: 3.659 3.881 -2.695
C: 3.148 3.849 -3.978
C: 1.865 3.378 -4.167
C: 1.133 2.922 -3.078
C: 1.618 2.921 -1.764
H: 5.526 0.828 -0.165
H: 5.903 2.385 -0.923
H: 4.586 1.387 -1.558
H: 5.145 1.634 1.981
H: 4.087 3.028 2.251
H: 5.654 3.246 1.451
H: 4.423 4.330 -0.365
H: 2.930 3.986 0.496
H: 4.655 4.275 -2.528
H: 3.739 4.199 -4.813
H: 1.428 3.353 -5.158
H: 0.142 2.543 -3.289
Se: -4.533 -0.964 0.548
Sb: -4.498 1.427 0.824
Se: -4.864 2.882 -1.032
Se: -4.469 2.250 3.026
Se: -1.622 1.878 0.810

---

No. 2
The following is a quantum chemistry calculation of a 3-piece molecular cluster, C4H16N2O2 overall at a distorted geometry, from the OMol25 dataset.

Output
- gap between HOMO and LUMO (eV) = 9.49
- relative energy (zero: lowest compared OMol25 entry of this formula, charge and spin) (kcal/mol) = 34.6
- maximum force (hartree/bohr) = 0.060
- HOMO (eV) = -8.86
- calculated total energy (hartree) = -421.9362

Element x y z (Å)
C: 2.778 0.184 -0.520
C: 1.378 -0.309 -0.891
N: 0.474 -0.128 0.272
C: -0.155 1.200 0.156
C: -1.352 1.428 -0.775
N: -2.069 2.608 -0.179
H: 2.704 1.219 -0.179
H: 3.248 -0.381 0.288
H: 3.539 0.014 -1.280
H: 0.988 0.042 -1.836
H: 1.504 -1.406 -0.937
H: -0.273 -0.813 0.258
H: -0.319 1.617 1.162
H: 0.695 1.913 0.088
H: -1.956 0.525 -0.715
H: -1.248 1.749 -1.806
H: -2.913 2.292 0.283
H: -2.315 3.344 -0.821
O: 0.318 -3.114 1.742
H: -0.222 -2.376 1.409
H: 1.217 -2.733 1.764
O: -1.898 -2.066 0.604
H: -1.972 -2.988 0.410
H: -2.150 -1.820 1.503

---

No. 3
The following is a quantum chemistry calculation of C22H13Cl5N3ORbS as an isolated structure, from the OMol25 dataset.

Output
- gap between HOMO and LUMO (eV) = 6.74
- relative energy (zero: lowest compared OMol25 entry of this formula, charge and spin) (kcal/mol) = 2.3
- maximum force (hartree/bohr) = 0.007
- HOMO (eV) = -7.10
- calculated total energy (hartree) = -3808.9937

Element x y z (Å)
Rb: 0.106 -0.200 -1.101
Cl: 2.223 -4.969 4.716
C: 1.447 -4.247 3.353
C: 1.049 -2.915 3.389
Cl: 1.340 -1.966 4.803
C: 0.433 -2.341 2.287
Cl: -0.055 -0.664 2.319
C: 0.179 -3.045 1.072
O: -0.349 -2.496 0.063
C: 0.610 -4.408 1.085
Cl: 0.339 -5.308 -0.361
C: 1.216 -4.984 2.184
Cl: 1.709 -6.636 2.125
N: -2.874 -0.040 -0.976
C: -3.126 1.232 -1.474
C: -3.816 2.193 -0.770
C: -4.015 3.478 -1.307
C: -3.552 3.812 -2.550
C: -2.838 2.854 -3.307
C: -2.342 3.109 -4.607
C: -1.660 2.135 -5.276
C: -1.442 0.897 -4.638
N: -1.876 0.614 -3.436
C: -2.596 1.570 -2.769
H: -3.379 -0.312 -0.149
H: -2.793 -0.760 -1.682
H: -4.219 1.949 0.206
H: -4.563 4.205 -0.722
H: -3.725 4.794 -2.971
H: -2.519 4.079 -5.056
H: -1.275 2.295 -6.274
H: -0.880 0.120 -5.146
S: 4.599 -0.651 1.676
C: 3.088 -0.716 0.844
N: 2.808 0.263 0.059
C: 3.843 1.191 0.068
C: 3.869 2.378 -0.664
C: 4.964 3.208 -0.548
C: 6.035 2.871 0.290
C: 6.024 1.702 1.022
C: 4.917 0.863 0.903
H: 2.431 -1.562 1.008
H: 3.036 2.632 -1.307
H: 4.999 4.133 -1.108
H: 6.883 3.538 0.366
H: 6.851 1.443 1.669